Entry 1:
11
Properties=species:S:1:pos:R:3:forces:R:3 method="wB97M-V/def2-TZVPD" gap_ev=8.198 total_energy_ev=-16547.733 spin_multiplicity=1
C 1.171419 -0.558068 0.116675 -0.5 0.1 0.1
C -0.009561 0.846346 -1.665914 -0.9 -0.1 0.3
C 1.157289 0.736475 -0.683815 -1.5 -2.6 -1.1
C -0.093518 -0.866961 0.797186 -1.4 0.5 0.6
N -1.369725 -0.143904 0.483713 1.3 1.6 -1.3
S -1.487329 0.445695 -1.161672 1.7 0.0 0.2
H 1.008609 1.551194 -0.063873 -0.3 1.8 1.7
H 2.030231 0.914149 -1.241023 1.4 0.0 -0.3
H -0.417802 -1.900604 1.116461 1.2 0.8 -0.6
H 0.192012 -0.346196 1.762124 0.5 -0.5 -0.4
H -2.181627 -0.678127 0.540138 -1.4 -1.5 0.8

***

Entry 2:
73
Properties=species:S:1:pos:R:3:forces:R:3 method="wB97M-V/def2-TZVPD" gap_ev=5.052 total_energy_ev=-74856.392 total_charge=+1 spin_multiplicity=1
N 3.592445 -3.297102 3.710784 0.0 3.1 -0.9
B 3.161235 -2.010894 3.006124 3.6 -0.4 -0.2
O 4.107948 -1.144718 2.227132 -1.7 -3.0 2.4
N 1.653122 -1.673796 3.102664 -4.5 0.8 -0.1
C 1.077290 -0.639105 4.055789 -3.1 -1.3 -1.8
C -0.565951 -0.354346 4.141716 0.9 -3.0 -2.6
C -1.581620 -1.233540 3.193305 4.1 -1.1 -0.7
C -3.217814 -1.132660 3.165227 -4.3 4.3 3.1
O -3.936847 -0.137887 3.745692 5.7 -6.9 -4.2
O -3.987239 -2.233976 2.496558 3.2 1.9 1.5
S -3.895315 -3.667735 3.414410 0.1 -0.5 0.4
C -0.867597 -2.334515 2.169061 2.8 1.9 2.3
C 0.761226 -2.521732 2.171407 -3.0 2.2 1.9
H 4.576251 -3.560136 3.478331 -1.2 0.2 0.6
H 3.417140 -3.260946 4.740785 0.1 -0.5 -1.3
H 5.056598 -1.476096 2.344551 -2.0 0.6 -0.2
H 1.821609 -0.029880 4.762073 -1.7 -1.6 -1.9
H -1.049160 0.428493 4.880612 1.4 -1.7 -1.6
H -2.763957 -4.444467 3.067479 -0.8 1.3 -0.3
H -1.486477 -3.021048 1.431582 1.4 1.7 1.7
H 1.263521 -3.336102 1.459863 -1.0 2.1 1.9
O 6.041600 0.357164 -1.988838 3.0 -0.1 3.7
P 6.434189 -1.108079 -1.678725 -5.7 -3.2 -7.3
O 6.753711 -1.445768 -3.271359 0.8 0.2 0.3
C 7.763907 -0.686671 -3.928248 0.2 0.4 -0.4
C 9.148579 -1.101729 -3.486857 0.3 -0.4 -0.1
O 4.849446 -1.624045 -1.597633 0.5 0.0 1.6
C 3.895994 -0.755320 -0.990116 -0.3 0.5 -0.4
C 3.114929 -0.000503 -2.055187 -0.2 0.0 -0.1
O 6.872851 -2.745274 -1.332219 1.5 2.9 2.8
C 6.431872 -3.833768 -2.141970 0.0 -0.6 -0.9
C 7.539288 -4.307321 -3.069850 0.1 0.2 -0.4
H 7.615438 0.383458 -3.753661 -0.1 -0.1 0.0
H 7.655661 -0.850563 -5.003443 -0.2 -0.1 0.1
H 9.233627 -1.130333 -2.394129 0.0 0.1 -0.1
H 9.905200 -0.418672 -3.881451 -0.1 0.0 0.1
H 9.384884 -2.109822 -3.849489 0.0 0.2 0.1
H 4.388940 -0.066525 -0.294367 -0.2 -0.1 -0.2
H 3.209853 -1.365584 -0.395224 0.1 -0.2 -0.1
H 3.756600 0.371837 -2.860195 0.0 0.0 0.3
H 2.582107 0.849035 -1.615992 0.0 -0.1 -0.1
H 2.383533 -0.661157 -2.526301 0.0 0.0 0.0
H 5.529377 -3.592893 -2.713180 0.2 0.1 0.2
H 6.177314 -4.649516 -1.456180 0.0 0.3 0.2
H 7.641272 -3.644201 -3.932145 -0.1 0.0 0.2
H 7.316574 -5.303304 -3.465185 0.0 0.0 0.2
H 8.505054 -4.327863 -2.560202 -0.1 -0.1 0.1
O -4.459597 3.171594 -0.140076 0.9 2.7 3.8
P -5.779897 3.862725 0.279899 -5.1 -4.2 -7.4
O -6.624837 2.434910 0.274122 0.3 -0.3 0.9
C -6.193631 1.396947 1.148720 0.1 -0.3 0.0
C -6.558489 1.691357 2.585598 -0.4 0.0 0.3
O -6.115872 4.390865 -1.266839 0.5 1.2 1.1
C -5.027050 4.846242 -2.066795 0.4 -0.2 -0.4
C -4.584781 3.753704 -3.028538 0.0 -0.1 -0.2
O -7.255140 4.634963 0.749159 3.6 1.2 2.1
C -8.503859 4.314410 0.138481 -0.9 -0.7 -0.2
C -9.331682 3.405862 1.033373 0.1 -0.4 0.0
H -5.114523 1.239795 1.056369 -0.1 0.1 -0.1
H -6.677521 0.470747 0.828365 -0.1 0.1 -0.1
H -6.249359 2.700288 2.883261 0.1 -0.1 0.0
H -6.096616 0.967383 3.261825 0.0 0.1 -0.1
H -7.644954 1.637923 2.728189 0.2 0.1 0.0
H -4.196420 5.180797 -1.434632 -0.1 -0.2 -0.2
H -5.362818 5.720009 -2.633273 -0.2 -0.1 0.1
H -4.536506 2.769737 -2.551154 0.1 0.3 0.1
H -3.600581 3.983039 -3.449561 -0.1 0.0 0.0
H -5.299210 3.661732 -3.849808 0.1 0.1 0.0
H -8.383099 3.868750 -0.854294 0.2 0.1 0.3
H -9.040012 5.261202 0.009340 0.4 0.1 0.1
H -8.983130 2.372010 0.975553 0.0 0.2 0.0
H -10.380251 3.400954 0.719758 0.1 0.2 0.0
H -9.268371 3.711660 2.079960 -0.1 0.2 -0.1